This record from OMol25 describes a molecular structure, C15H14AuI2O7PrS. The level of theory is ωB97M-V/def2-TZVPD.

Positions of all 41 atoms, in Å:
I (0.344, 3.314, -1.591)
I (-3.795, 0.532, 1.675)
Pr (-1.167, -0.232, 0.509)
Au (0.653, 0.653, -2.112)
S (-1.550, 1.547, -1.603)
C (1.078, -0.903, -3.204)
C (2.236, -0.269, -1.403)
C (-2.765, 1.077, -3.003)
C (-4.127, 1.436, -2.417)
C (-2.613, -0.403, -3.324)
C (-2.393, 1.951, -4.196)
C (0.043, -2.354, 1.733)
C (-1.780, -2.632, -0.514)
O (3.031, -0.996, -0.991)
O (1.427, -1.885, -3.708)
O (0.646, -3.142, 2.318)
O (-2.137, -3.639, -0.953)
H (-4.915, 1.211, -3.147)
H (-4.159, 2.507, -2.176)
H (-4.325, 0.884, -1.486)
H (-3.180, -0.622, -4.249)
H (-3.011, -1.041, -2.514)
H (-1.556, -0.671, -3.492)
H (-3.122, 1.776, -5.001)
H (-1.393, 1.711, -4.576)
H (-2.410, 3.013, -3.929)
O (0.479, -0.557, 4.173)
C (1.823, -0.437, 4.068)
C (2.621, -1.107, 5.012)
C (4.007, -1.091, 4.880)
C (4.626, -0.379, 3.845)
C (3.841, 0.299, 2.918)
C (2.445, 0.274, 3.005)
C (1.661, 0.877, 1.897)
O (2.228, 1.452, 0.967)
O (0.343, 0.679, 1.961)
H (0.124, -0.058, 3.370)
H (2.129, -1.646, 5.818)
H (4.615, -1.631, 5.599)
H (5.713, -0.361, 3.742)
H (4.283, 0.864, 2.100)

Atoms 1-3, force components in eV/Å:
-0.70 0.13 -0.32
-1.08 0.33 0.48
1.52 0.92 0.95

Summary:
- 2S+1: 5
- HOMO (alpha / beta): -21.2 / -21.2 eV
- Charge: +4

***

This record from OMol25 describes 2 unconnected molecules or ions with the total composition C3H4N2O7. The level of theory is ωB97M-V/def2-TZVPD.

Positions of all 16 atoms, in Å:
C (-2.554, 0.755, 1.242)
C (3.430, -0.617, 0.547)
C (1.146, -0.502, 0.270)
N (3.693, 0.586, 0.177)
N (1.264, 0.732, -0.115)
O (2.475, 1.419, 0.433)
O (-2.223, -0.197, 0.641)
O (4.641, 1.136, -0.314)
O (0.377, 1.355, -0.667)
O (2.225, -1.166, 0.789)
O (-1.893, 1.865, 1.450)
O (0.119, -1.248, 0.010)
H (-3.561, 0.702, 1.664)
H (4.245, -1.343, 0.708)
H (-1.039, 2.029, 1.043)
H (-0.790, -0.732, 0.043)

Atoms 1-3, force components in eV/Å:
-1.21 1.58 1.00
2.28 -1.58 0.06
0.94 -0.06 -0.17

Summary:
- 2S+1: 1
- HOMO (alpha / beta): -8.8 / -8.8 eV
- Structure (SMILES): [O-][N+]1=COC(O)=[N+]([O-])O1.O=CO
- ΔE to the lowest compared entry with this formula, charge and spin: 96.82 kJ/mol
- Charge: 0

***

This record from OMol25 describes 2 unconnected molecules or ions with the total composition C2H8NO2. The level of theory is ωB97M-V/def2-TZVPD.

Positions of all 13 atoms, in Å:
C (1.415, -0.214, -0.191)
N (-0.015, -0.484, -0.293)
C (-0.745, 0.738, -0.852)
O (-0.471, 0.867, -2.146)
H (1.863, 0.360, -1.017)
H (1.962, -1.109, 0.122)
H (1.480, 0.552, 0.608)
H (-0.182, -1.130, -1.059)
H (-0.480, 1.581, -0.143)
H (-1.847, 0.715, -0.594)
H (-0.478, -0.674, 2.403)
H (-1.119, -0.490, 1.103)
O (-1.383, -0.711, 2.058)

Atoms 1-3, force components in eV/Å:
-0.45 1.31 0.98
-0.68 0.30 -0.20
0.12 0.50 -0.57

Summary:
- 2S+1: 1
- HOMO: -2.7 eV
- ΔE to the lowest compared entry with this formula, charge and spin: 84.48 kJ/mol
- Charge: -1

***

This record from OMol25 describes a molecular structure, C6H10O. The level of theory is ωB97M-V/def2-TZVPD.

Positions of all 17 atoms, in Å:
C (2.290, 0.348, -1.728)
C (-0.231, 0.152, 1.111)
C (-0.048, -1.305, 0.753)
C (-1.158, -0.954, -0.310)
C (-1.081, 0.522, 0.153)
C (-1.640, 1.426, 1.251)
O (-0.540, 0.993, 2.152)
H (3.116, 0.910, -1.284)
H (2.485, -0.722, -1.615)
H (2.209, 0.592, -2.790)
H (0.936, -1.600, 0.378)
H (-0.378, -2.008, 1.523)
H (-2.103, -1.444, -0.057)
H (-0.927, -1.146, -1.362)
H (1.357, 0.616, -1.221)
H (-2.584, 1.084, 1.678)
H (-1.633, 2.511, 1.116)

Atoms 1-3, force components in eV/Å:
-0.02 0.00 0.02
0.03 -0.09 -0.10
0.13 -0.14 0.09

Summary:
- 2S+1: 1
- HOMO: -8.6 eV
- ΔE to the lowest compared entry with this formula, charge and spin: 400.10 kJ/mol
- Charge: 0

***

This record from OMol25 describes 3 unconnected molecules or ions with the total composition H2N3O2S. The level of theory is ωB97M-V/def2-TZVPD.

Positions of all 8 atoms, in Å:
N (-2.336, -0.299, 0.012)
N (0.777, -0.038, 0.075)
N (1.756, 0.531, 0.515)
O (3.250, -0.856, -0.038)
O (-1.675, 0.795, 0.035)
S (-3.921, -0.316, 0.067)
H (-0.241, 0.402, 0.080)
H (0.880, -0.962, -0.360)

Atoms 1-3, force components in eV/Å:
1.91 -0.22 -0.04
0.24 0.37 0.14
2.27 -2.69 -1.21

Summary:
- 2S+1: 1
- HOMO (alpha / beta): -4.3 / -4.3 eV
- ΔE to the lowest compared entry with this formula, charge and spin: 486.40 kJ/mol
- Charge: -1

***

This record from OMol25 describes 12 unconnected molecules or ions with the total composition C73H165N5O19. The level of theory is ωB97M-V/def2-TZVPD.

Positions of all 262 atoms, in Å:
C (-3.388, -21.814, 11.184)
O (-2.964, -20.938, 12.185)
C (-3.238, -21.439, 13.507)
C (-2.477, -20.563, 14.556)
O (-3.185, -19.421, 14.696)
C (-2.548, -18.453, 15.526)
H (-3.108, -22.862, 11.294)
H (-2.880, -21.437, 10.296)
H (-4.474, -21.802, 11.098)
H (-2.958, -22.492, 13.515)
H (-4.293, -21.429, 13.780)
H (-1.398, -20.550, 14.400)
H (-2.558, -21.103, 15.499)
H (-2.515, -18.858, 16.538)
H (-3.087, -17.506, 15.513)
H (-1.621, -18.087, 15.084)
C (0.061, -19.198, 11.280)
O (0.440, -20.283, 10.488)
C (0.593, -21.480, 11.338)
C (0.637, -22.731, 10.501)
O (1.058, -23.719, 11.435)
C (0.859, -25.017, 11.087)
H (-0.760, -19.413, 11.964)
H (-0.408, -18.438, 10.655)
H (0.915, -18.811, 11.837)
H (-0.076, -21.649, 12.181)
H (1.472, -21.306, 11.959)
H (1.220, -22.537, 9.601)
H (-0.377, -22.999, 10.203)
H (1.453, -25.772, 11.602)
H (1.163, -25.124, 10.046)
H (-0.228, -25.103, 11.115)
C (-8.921, -17.034, 8.212)
O (-7.602, -16.965, 8.823)
C (-7.639, -16.618, 10.253)
C (-6.395, -16.887, 11.084)
O (-6.258, -18.314, 11.269)
C (-5.367, -18.771, 12.320)
H (-9.508, -17.776, 8.754)
H (-8.874, -17.462, 7.210)
H (-9.422, -16.074, 8.087)
H (-8.375, -17.306, 10.666)
H (-7.898, -15.566, 10.377)
H (-6.532, -16.336, 12.014)
H (-5.475, -16.552, 10.604)
H (-5.459, -19.850, 12.197)
H (-5.658, -18.551, 13.347)
H (-4.308, -18.673, 12.082)
C (-1.293, -9.629, 13.159)
O (-1.702, -10.429, 14.224)
C (-3.090, -10.568, 14.411)
C (-3.857, -10.781, 13.095)
O (-3.260, -11.688, 12.284)
C (-4.072, -12.146, 11.238)
H (-0.215, -9.547, 13.021)
H (-1.558, -8.572, 13.196)
H (-1.724, -10.063, 12.256)
H (-3.543, -9.768, 14.997)
H (-3.234, -11.432, 15.060)
H (-3.823, -9.848, 12.533)
H (-4.875, -11.039, 13.389)
H (-3.948, -13.195, 10.969)
H (-3.739, -11.729, 10.288)
H (-5.147, -12.026, 11.375)
C (-3.406, -16.746, 4.464)
O (-2.676, -17.137, 3.242)
C (-1.530, -17.889, 3.551)
C (-0.809, -18.365, 2.249)
O (0.216, -17.438, 1.907)
C (-0.292, -16.237, 1.314)
H (-3.184, -15.723, 4.768)
H (-3.266, -17.150, 5.466)
H (-4.480, -16.609, 4.338)
H (-1.708, -18.716, 4.238)
H (-0.879, -17.242, 4.140)
H (-1.471, -18.704, 1.452)
H (-0.282, -19.231, 2.651)
H (0.569, -15.812, 0.798)
H (-0.819, -15.601, 2.026)
H (-1.077, -16.265, 0.558)
C (1.701, -7.581, 11.322)
O (0.501, -6.960, 11.730)
C (0.230, -5.670, 11.150)
C (-1.310, -5.575, 11.040)
O (-1.788, -5.363, 12.375)
C (-3.220, -5.244, 12.554)
H (2.126, -8.246, 12.073)
H (2.463, -6.806, 11.236)
H (1.658, -8.083, 10.355)
H (0.606, -5.625, 10.128)
H (0.749, -4.939, 11.770)
H (-1.681, -6.558, 10.749)
H (-1.760, -4.959, 10.261)
H (-3.341, -4.578, 13.409)
H (-3.648, -6.168, 12.941)
H (-3.777, -4.751, 11.757)
C (-0.336, -12.869, 11.239)
O (-0.190, -13.400, 9.916)
C (-1.331, -13.478, 9.008)
C (-2.136, -14.810, 9.362)
O (-1.743, -15.899, 8.497)
C (-2.599, -17.036, 8.505)
H (-1.019, -13.571, 11.718)
H (-0.819, -11.892, 11.257)
H (0.583, -12.731, 11.808)
H (-0.946, -13.518, 7.989)
H (-2.096, -12.702, 9.057)
H (-3.207, -14.676, 9.510)
H (-1.736, -15.225, 10.288)
H (-2.512, -17.749, 7.685)
H (-3.528, -16.579, 8.162)
H (-2.778, -17.462, 9.492)
C (2.190, -11.389, 4.219)
C (1.286, -11.647, 5.415)
C (-0.222, -11.389, 4.863)
C (-0.870, -12.599, 4.189)
C (-0.658, -13.877, 4.978)
C (0.829, -14.150, 5.320)
N (1.464, -13.008, 5.936)
O (2.718, -13.286, 6.541)
C (0.788, -15.361, 6.333)
C (1.534, -14.598, 3.989)
C (1.483, -10.612, 6.582)
H (2.179, -10.299, 4.228)
H (1.886, -11.871, 3.291)
H (3.160, -11.834, 4.444)
H (-0.877, -11.193, 5.711)
H (-0.282, -10.533, 4.191)
H (-0.551, -12.706, 3.152)
H (-1.934, -12.404, 4.051)
H (-0.981, -14.694, 4.334)
H (-1.236, -13.773, 5.896)
H (1.801, -15.754, 6.404)
H (0.481, -14.972, 7.303)
H (0.251, -16.208, 5.905)
H (1.274, -13.883, 3.209)
H (2.618, -14.566, 4.092)
H (1.153, -15.549, 3.617)
H (2.540, -10.617, 6.848)
H (0.934, -10.884, 7.483)
H (1.190, -9.597, 6.313)
H (2.389, -13.362, 7.439)
C (-7.428, -21.794, 4.063)
C (-6.288, -22.478, 4.803)
C (-5.036, -22.021, 4.122)
C (-4.469, -20.750, 4.709)
C (-4.513, -20.660, 6.255)
C (-5.889, -20.989, 6.848)
N (-6.469, -22.226, 6.236)
O (-7.766, -22.644, 6.636)
C (-5.592, -21.208, 8.428)
C (-6.840, -19.851, 6.828)
C (-6.414, -23.992, 4.521)
H (-7.315, -20.711, 4.109)
H (-8.415, -22.136, 4.374)
H (-7.338, -21.960, 2.989)
H (-4.273, -22.794, 4.033)
H (-5.202, -21.807, 3.066)
H (-5.011, -19.896, 4.304)
H (-3.541, -20.397, 4.261)
H (-4.241, -19.678, 6.642)
H (-3.777, -21.402, 6.565)
H (-4.893, -22.030, 8.580)
H (-5.105, -20.318, 8.827)
H (-6.464, -21.474, 9.026)
H (-6.436, -19.013, 7.395)
H (-7.202, -19.442, 5.884)
H (-7.750, -20.056, 7.393)
H (-7.008, -24.172, 3.625)
H (-6.814, -24.505, 5.396)
H (-5.464, -24.502, 4.361)
H (-8.276, -21.965, 6.187)
C (2.840, -13.443, 18.012)
C (2.595, -11.962, 17.486)
C (2.016, -11.082, 18.707)
C (2.084, -9.562, 18.370)
C (3.504, -9.209, 18.038)
C (4.102, -10.059, 16.838)
N (3.989, -11.433, 17.060)
O (4.553, -12.165, 16.119)
C (3.539, -9.401, 15.502)
C (5.631, -9.788, 16.895)
C (1.578, -12.080, 16.342)
H (3.234, -14.200, 17.334)
H (2.055, -13.792, 18.682)
H (3.750, -13.295, 18.593)
H (0.976, -11.297, 18.949)
H (2.518, -11.299, 19.650)
H (1.551, -8.950, 19.097)
H (1.532, -9.466, 17.436)
H (4.179, -9.365, 18.879)
H (3.670, -8.139, 17.914)
H (3.446, -10.086, 14.659)
H (2.533, -8.986, 15.553)
H (4.147, -8.601, 15.080)
H (6.146, -10.431, 17.609)
H (6.141, -9.834, 15.933)
H (5.841, -8.781, 17.255)
H (1.782, -11.291, 15.619)
H (0.555, -12.152, 16.712)
H (1.837, -12.962, 15.756)
H (4.035, -11.952, 15.340)
C (-4.430, -13.180, 5.086)
C (-5.421, -12.022, 5.058)
C (-6.623, -12.519, 4.265)
C (-7.542, -13.535, 5.090)
C (-7.986, -12.941, 6.396)
C (-6.779, -12.414, 7.309)
N (-5.761, -11.591, 6.471)
O (-4.667, -11.149, 7.258)
C (-7.429, -11.446, 8.340)
C (-6.144, -13.634, 8.138)
C (-4.813, -10.823, 4.338)
H (-4.038, -13.282, 4.074)
H (-4.619, -14.155, 5.536)
H (-3.557, -12.740, 5.567)
H (-7.323, -11.809, 3.825)
H (-6.253, -13.062, 3.395)
H (-6.965, -14.460, 5.111)
H (-8.502, -13.750, 4.620)
H (-8.543, -13.669, 6.986)
H (-8.639, -12.092, 6.194)
H (-6.732, -11.221, 9.147)
H (-7.612, -10.457, 7.921)
H (-8.268, -11.849, 8.907)
H (-5.764, -14.430, 7.498)
H (-5.342, -13.300, 8.797)
H (-6.892, -14.029, 8.825)
H (-5.540, -10.013, 4.393)
H (-4.435, -10.925, 3.320)
H (-3.970, -10.514, 4.957)
H (-4.813, -10.204, 7.342)
C (3.439, -12.731, 11.991)
C (4.544, -12.333, 11.022)
C (4.741, -10.833, 11.191)
C (6.152, -10.351, 10.667)
C (7.338, -11.024, 11.450)
C (7.207, -12.570, 11.340)
N (5.799, -12.969, 11.594)
O (5.640, -14.333, 11.731)
C (7.625, -13.027, 9.928)
C (8.103, -13.163, 12.462)
C (4.172, -12.710, 9.597)
H (3.017, -13.696, 11.709)
H (2.616, -12.023, 12.090)
H (3.759, -12.842, 13.027)
H (3.928, -10.338, 10.660)
H (4.872, -10.574, 12.242)
H (6.156, -9.268, 10.797)
H (6.252, -10.553, 9.600)
H (7.304, -10.697, 12.489)
H (8.321, -10.695, 11.114)
H (7.316, -14.068, 9.825)
H (7.166, -12.299, 9.260)
H (8.708, -13.078, 9.812)
H (7.838, -12.836, 13.467)
H (8.153, -14.251, 12.459)
H (9.175, -13.011, 12.337)
H (3.203, -12.235, 9.442)
H (4.003, -13.785, 9.533)
H (4.768, -12.442, 8.725)
H (5.415, -14.400, 12.662)

Atoms 1-3, force components in eV/Å:
0.00 0.39 -0.64
-0.01 -0.35 1.56
1.19 0.74 -0.10

Summary:
- 2S+1: 1
- HOMO: -7.7 eV
- Structure (SMILES): CC1(C)CCCC(C)(C)N1O.CC1(C)CCCC(C)(C)N1O.CC1(C)CCCC(C)(C)N1O.CC1(C)CCCC(C)(C)N1O.CC1(C)CCCC(C)(C)N1O.COCCOC.COCCOC.COCCOC.COCCOC.COCCOC.COCCOC.COCCOC
- Charge: 0

***

Among the records above, which one has the highest 2S+1?
C15H14AuI2O7PrS